# 1
{"formula": "C22H51BN4O2PdSi2", "method": "ωB97M-V/def2-TZVPD", "elements": ["O", "O", "C", "C", "H", "H", "H", "H", "H", "C", "C", "H", "H", "H", "H", "H", "C", "C", "C", "H", "H", "H", "H", "H", "C", "H", "H", "H", "H", "H", "H", "Pd", "C", "Si", "H", "H", "C", "C", "C", "C", "Si", "H", "H", "C", "C", "C", "H", "H", "H", "H", "H", "H", "H", "H", "H", "H", "H", "H", "H", "H", "H", "H", "H", "H", "B", "N", "C", "C", "C", "N", "N", "C", "C", "C", "N", "H", "H", "H", "H", "H", "H", "H", "H"], "xyz": [[-1.5687, -1.5582, -0.7230], [0.8413, 1.5693, -4.6681], [-0.7392, -2.6867, -1.0759], [-1.4609, -4.0061, -0.9009], [0.1027, -2.6286, -0.3816], [-0.3554, -2.5935, -2.1021], [-1.8660, -4.1435, 0.1005], [-0.7128, -4.7934, -1.0659], [-2.2633, -4.1544, -1.6375], [-1.9865, -0.7006, -1.7972], [-1.8357, -1.1672, -3.2446], [-1.4573, 0.2590, -1.6458], [-3.0569, -0.5048, -1.6427], [-0.8956, -0.8072, -3.6738], [-2.6442, -0.6944, -3.8161], [-1.9366, -2.2505, -3.3887], [0.4532, 2.6966, -3.8851], [2.2388, 1.3029, -4.6741], [-1.0073, 3.0252, -4.1814], [1.0707, 3.5797, -4.1470], [0.5900, 2.5165, -2.7969], [-1.1164, 3.2990, -5.2398], [-1.3339, 3.8698, -3.5679], [-1.6550, 2.1609, -3.9768], [2.6054, 0.4449, -5.8808], [2.5501, 0.7719, -3.7479], [2.8129, 2.2498, -4.7255], [1.9770, -0.4508, -5.9384], [3.6535, 0.1490, -5.8066], [2.4769, 1.0185, -6.8119], [2.1411, 1.9704, 0.2328], [-1.5616, -0.9684, 1.6766], [2.6969, 1.2477, -0.3336], [4.5036, 1.4198, 0.1251], [2.3496, 0.2524, -0.0351], [2.4875, 1.4003, -1.4042], [5.7354, 0.4285, -0.8738], [4.5722, 0.7836, 1.8862], [5.1078, 3.1945, 0.1464], [-3.2370, -2.0315, 1.6124], [-4.1914, -0.4903, 1.1242], [-3.2948, -2.3788, 2.6674], [-3.1609, -2.9081, 0.9340], [-5.4501, -0.8532, -0.2123], [-3.0717, 0.9404, 0.5393], [-5.1644, 0.0039, 2.6394], [4.8292, 3.7439, -0.7651], [6.2089, 3.1830, 0.2214], [4.7135, 3.7386, 1.0100], [5.5738, -0.6458, -0.7206], [6.7453, 0.6820, -0.5253], [5.6698, 0.6427, -1.9460], [4.0719, -0.1849, 1.9868], [4.0873, 1.4758, 2.5825], [5.6300, 0.6717, 2.1602], [-3.2064, 1.1374, -0.5283], [-1.9677, 0.8210, 0.7116], [-3.3778, 1.8281, 1.1058], [-5.9786, 0.6645, 2.3123], [-4.5608, 0.5174, 3.3969], [-5.5924, -0.9014, 3.0868], [-6.3184, -0.1989, -0.0382], [-5.7910, -1.8926, -0.1498], [-5.0919, -0.6658, -1.2285], [1.0286, -0.3715, 4.2818], [-0.0161, 0.7286, 3.8999], [-0.1031, 1.9031, 4.5698], [-1.3056, 2.5104, 4.2384], [-1.9509, 1.6382, 3.3511], [-1.1479, 0.5916, 3.0851], [0.7664, -1.7940, 3.7044], [1.4279, -2.8985, 4.1165], [0.7979, -4.0200, 3.5871], [-0.3012, -3.5296, 2.8460], [-0.2617, -2.1821, 2.8426], [0.9583, -0.4640, 5.4977], [2.1626, -0.0053, 4.0423], [0.6786, 2.2196, 5.2491], [-1.6997, 3.4458, 4.5840], [-2.9334, 1.7779, 2.9231], [2.2832, -2.8019, 4.7777], [1.1044, -5.0486, 3.6990], [-1.0761, -4.1006, 2.3503]], "forces_ev_per_angstrom": [[0.31, -0.65, -1.00], [0.16, 0.27, 0.14], [0.02, 0.32, 0.39], [0.23, -0.38, -0.43], [0.10, -0.14, -0.11], [-0.06, 0.05, 0.44], [0.06, 0.11, -0.08], [-0.20, 0.01, 0.03], [0.14, 0.15, 0.22], [-0.42, 0.56, 0.05], [0.11, 0.15, -0.08], [-0.21, -0.32, -0.28], [0.42, -0.18, 0.12], [-0.05, -0.32, -0.03], [0.19, -0.08, 0.06], [-0.01, 0.29, 0.10], [-0.04, 0.21, 0.09], [0.30, -0.07, 0.13], [0.17, -0.24, -0.18], [-0.06, -0.38, 0.06], [0.04, -0.12, -0.46], [-0.03, -0.10, 0.28], [0.03, -0.12, -0.05], [0.17, 0.23, -0.03], [-0.32, 0.33, -0.13], [-0.26, 0.31, -0.26], [-0.27, -0.25, 0.11], [0.15, 0.14, 0.07], [-0.06, -0.05, -0.01], [-0.01, -0.22, 0.29], [-0.41, 0.44, 0.33], [2.57, 1.08, 0.19], [0.37, -0.40, -0.92], [0.02, -0.03, 0.74], [0.00, 0.09, -0.12], [-0.02, -0.05, 0.33], [-0.19, -0.17, -0.19], [0.28, 0.02, -0.04], [0.10, 0.15, -0.26], [-1.82, -1.43, 0.44], [-0.20, -1.15, 0.30], [-0.43, 0.17, -0.65], [-0.12, 0.79, 0.34], [-0.33, 0.18, -0.17], [0.12, 0.34, -0.05], [-0.06, 0.33, 0.00], [0.14, -0.08, 0.22], [-0.37, 0.10, -0.02], [0.02, -0.02, -0.11], [0.09, 0.15, -0.10], [-0.18, -0.09, -0.10], [0.10, -0.06, 0.09], [0.12, 0.06, 0.01], [0.11, -0.09, -0.04], [-0.23, -0.03, 0.21], [-0.05, 0.08, 0.31], [-0.79, 0.49, -0.37], [0.13, -0.07, -0.36], [0.07, -0.04, 0.30], [-0.21, -0.16, -0.07], [0.01, 0.23, -0.06], [0.14, -0.18, -0.18], [0.03, 0.17, -0.01], [-0.07, -0.08, 0.08], [0.52, 0.18, 0.64], [-1.55, 0.53, -0.89], [-0.46, -0.67, -0.71], [-0.20, -0.25, -0.08], [1.32, 0.30, 0.47], [0.51, 0.43, 1.69], [-0.91, -1.11, -1.41], [-0.74, 0.31, -0.45], [-0.32, 0.15, -0.09], [1.55, 0.59, 0.46], [0.89, -0.66, 1.55], [-0.10, -0.12, -0.17], [-0.18, -0.01, -0.37], [-0.13, -0.18, -0.13], [0.05, 0.14, 0.16], [0.42, -0.24, 0.00], [-0.25, -0.05, -0.16], [-0.13, 0.08, 0.12], [0.15, 0.33, -0.16]], "e_above_lowest_ev": 0.0000, "molar_mass_g_mol": 577.1, "lumo_energy_ev": [0.545, -0.336], "homo_ha": [-0.25518, -0.30048], "s2": 2.005, "gap_ev": [7.5, 7.8], "multiplicity": 3, "total_energy_ev": -53606.5494}

# 2
{"formula": "C22H51F3N3O9V", "method": "ωB97M-V/def2-TZVPD", "elements": ["O", "V", "C", "O", "O", "C", "F", "F", "F", "C", "C", "H", "H", "H", "H", "H", "H", "C", "O", "C", "C", "N", "C", "C", "O", "C", "H", "H", "H", "H", "H", "H", "H", "H", "H", "H", "H", "H", "H", "H", "H", "C", "O", "C", "C", "N", "C", "C", "O", "C", "H", "H", "H", "H", "H", "H", "H", "H", "H", "H", "H", "H", "H", "H", "H", "C", "O", "C", "C", "N", "C", "C", "O", "C", "H", "H", "H", "H", "H", "H", "H", "H", "H", "H", "H", "H", "H", "H", "H"], "xyz": [[-17.7466, -17.1221, -17.0549], [-18.6580, -16.8604, -15.7543], [-21.6393, -15.8836, -14.1825], [-22.3483, -15.9960, -15.4405], [-20.3769, -16.5165, -14.4464], [-21.8048, -14.4739, -13.5345], [-20.9232, -14.1838, -12.5459], [-21.6221, -13.4546, -14.3494], [-22.9714, -14.3266, -12.9512], [-23.7595, -16.2560, -15.3840], [-24.1583, -16.5070, -16.8315], [-23.9969, -15.7714, -17.6196], [-23.7622, -17.4784, -17.1274], [-25.2442, -16.5622, -16.9076], [-24.1302, -15.2841, -15.0582], [-24.0703, -17.1557, -14.8530], [-22.1689, -16.5937, -13.5474], [-20.1953, -16.4679, -19.5360], [-19.8262, -15.9669, -18.2106], [-19.8800, -14.5744, -18.1375], [-19.6137, -14.0225, -16.7918], [-18.3748, -14.5715, -16.1029], [-17.1729, -14.2808, -16.9175], [-15.8670, -14.4460, -16.1316], [-15.6615, -15.8728, -15.9257], [-14.3420, -16.1593, -16.1653], [-20.1915, -17.5552, -19.6124], [-19.6203, -16.0457, -20.3602], [-21.2396, -16.2016, -19.6995], [-20.8690, -14.2331, -18.4433], [-19.0988, -14.2157, -18.8078], [-20.4219, -14.1569, -16.0728], [-19.4458, -12.9456, -16.7833], [-18.2904, -13.9565, -15.3062], [-17.0634, -13.2446, -17.2376], [-17.0937, -14.8357, -17.8524], [-15.7686, -13.8834, -15.2032], [-15.0681, -14.0313, -16.7462], [-14.0097, -17.1842, -16.0001], [-13.7342, -15.5458, -15.5003], [-14.1897, -16.0136, -17.2347], [-21.1974, -18.9299, -17.0358], [-19.8513, -18.7036, -16.6892], [-19.4691, -19.8560, -15.9029], [-18.0456, -19.7476, -15.3617], [-17.9520, -18.5757, -14.5886], [-16.6064, -18.4402, -14.1253], [-16.5649, -17.1608, -13.2930], [-17.4949, -16.1485, -13.7990], [-17.4753, -14.9575, -13.0307], [-21.8054, -19.3042, -16.2122], [-21.2331, -19.6712, -17.8342], [-21.7186, -18.0521, -17.4179], [-19.4992, -20.7881, -16.4671], [-20.1643, -19.9621, -15.0702], [-17.3299, -19.7780, -16.1832], [-17.9226, -20.6101, -14.7067], [-18.5560, -18.8734, -13.8358], [-15.8191, -18.4696, -14.8787], [-16.3238, -19.2505, -13.4533], [-15.5431, -16.8018, -13.1700], [-16.9985, -17.3637, -12.3138], [-16.5139, -14.4734, -13.2022], [-17.5708, -15.1782, -11.9676], [-18.3276, -14.3198, -13.2656], [-20.1902, -17.9003, -23.8369], [-19.2313, -17.6780, -22.8005], [-18.1133, -18.5815, -22.7926], [-17.3352, -18.4732, -21.5172], [-16.4207, -17.3320, -21.5664], [-15.6895, -17.2606, -20.2528], [-14.8143, -16.0256, -20.2076], [-15.5799, -14.8831, -20.4796], [-14.7956, -13.6525, -20.6611], [-19.7645, -18.4186, -24.6961], [-20.6967, -17.0123, -24.2150], [-20.8575, -18.7204, -23.5718], [-17.4194, -18.5125, -23.6304], [-18.5777, -19.5670, -22.7586], [-16.9448, -19.4401, -21.1994], [-18.0335, -18.2313, -20.7159], [-17.0580, -16.5489, -21.5938], [-15.1136, -18.1527, -20.0065], [-16.3998, -17.1598, -19.4322], [-14.1931, -16.2267, -21.0803], [-14.2887, -15.9686, -19.2544], [-15.4378, -12.8248, -20.9623], [-14.0567, -13.6776, -21.4621], [-14.2440, -13.3962, -19.7566]], "forces_ev_per_angstrom": [[-1.98, 0.22, 3.58], [3.64, -0.33, -2.93], [0.35, -2.25, -1.99], [2.21, 0.25, 1.56], [-2.53, 2.21, 0.53], [1.64, 1.82, 1.55], [0.65, -1.56, -0.04], [-0.35, 0.05, -1.65], [-1.15, -0.89, -0.48], [-0.42, 1.00, -2.05], [-0.91, -0.41, -0.28], [0.91, 0.33, 0.50], [-0.09, 0.10, -0.22], [-0.19, -0.43, 0.45], [-0.79, -0.43, 0.59], [0.36, 0.36, 0.71], [0.06, -0.12, 0.79], [-0.82, 0.41, 0.48], [-0.27, -1.44, -0.06], [0.22, 0.23, -1.21], [0.69, 0.06, 2.04], [-0.76, -0.31, -1.47], [1.67, 0.61, 0.48], [-0.43, -1.57, -0.72], [-1.43, 1.14, 0.82], [1.65, -0.33, -0.50], [0.60, 0.09, 0.56], [0.37, 0.09, 0.28], [-0.16, 0.25, -0.10], [-0.02, 0.34, -0.28], [-0.21, 0.50, -0.39], [-0.19, -0.34, -0.29], [-0.31, 0.17, -0.74], [0.07, -0.29, 0.53], [-0.97, 0.50, 0.07], [-0.31, -0.45, 0.30], [-0.49, -0.09, 0.30], [0.06, -0.21, -0.29], [-0.74, -0.32, 0.37], [0.57, 0.19, -0.41], [0.78, 0.41, 0.04], [-1.45, 0.07, -1.10], [0.47, -0.19, 1.39], [1.01, -0.37, 0.08], [-1.39, -1.90, -2.25], [-0.61, 0.70, -0.65], [1.36, 1.54, 1.67], [-0.65, 0.29, 0.61], [-0.03, -1.22, -1.20], [0.33, 0.09, 0.41], [0.20, -0.03, 0.30], [0.04, -0.16, 0.00], [0.68, 0.32, 0.09], [-0.37, 0.16, -0.41], [-0.19, 0.08, 0.15], [0.09, 0.12, 0.12], [0.33, -0.34, -0.21], [-0.19, 1.04, 0.94], [-0.67, 0.31, -0.62], [-0.19, -0.22, 0.15], [-0.13, 0.34, -0.17], [0.39, -0.24, 0.32], [-0.15, 0.34, 0.09], [0.07, -0.19, 0.09], [0.13, -0.12, -0.31], [0.70, -1.58, -0.46], [0.39, 0.94, -0.31], [-1.24, -1.07, 0.29], [-0.74, 1.05, 0.51], [1.31, -1.18, 1.42], [-1.34, 1.08, -0.18], [0.08, -0.89, -1.43], [0.15, 1.83, 0.08], [-0.27, -0.73, -0.04], [0.77, 0.57, -0.39], [0.15, 0.06, 0.62], [-0.75, 0.41, 0.74], [-0.33, 0.32, -0.34], [0.19, -0.46, -0.44], [0.80, 0.16, -0.49], [-0.66, -0.30, 0.28], [0.31, 0.54, -0.14], [0.15, -0.06, -0.58], [-0.54, -0.15, 0.33], [1.01, 0.48, 0.24], [0.34, 0.12, -0.09], [-0.45, -0.32, 0.40], [0.04, -0.76, -0.15], [-0.14, -0.03, 0.25]], "molar_mass_g_mol": 609.6, "total_charge": 2, "lumo_energy_ev": [-6.581, -10.444], "homo_ha": [-0.46803, -0.46792], "s2": 2.065, "gap_ev": [6.2, 2.3], "multiplicity": 3, "total_energy_ev": -80357.4419}